A single C6H13NO molecule at a distorted geometry, computed with the ωB97M-V functional and the def2-TZVPD basis.

Values from the calculation:
Calculated total energy, Eh: -366.26873
E_LUMO, eV: 0.9813
Structure (SMILES): C=C(CCN)COC
HOMO-LUMO gap, eV: 10.22
Spin multiplicity: 1

Geometry (Å):
C  -2.83761  -0.14952  -0.02935
C  -0.68659  0.88535  0.45461
C  0.80596  0.93377  0.19946
C  1.10704  2.16541  -0.32058
C  1.80805  -0.13417  0.33495
C  1.49514  -1.35153  -0.47629
H  -3.29493  -1.15208  -0.52140
H  -2.84458  -0.42447  1.10872
H  -3.47744  0.76833  -0.36267
H  -0.59499  0.41622  1.49256
H  -0.99800  1.88406  0.60783
H  0.42274  3.02560  -0.40831
H  2.24524  2.36634  -0.54512
H  2.80997  0.35605  0.23435
H  1.70974  -0.38412  1.45722
H  1.41906  -0.94703  -1.43041
H  2.55632  -1.81316  -0.59562
H  -0.57549  -1.53245  0.17960
H  0.13663  -3.05846  -0.10891
N  0.35949  -2.01526  0.27239
O  -1.52282  0.06326  -0.49892